[1]
A structure of composition C30H47FIrP2. Source: the Open Molecules 2025 dataset; level of theory: ωB97M-V/def2-TZVPD.

Cartesian coordinates (Å):
1 H -1.390 -3.335 0.961
2 H -3.698 1.244 -2.233
3 H -0.337 -3.294 -2.031
4 H 1.567 0.522 -2.317
5 H -1.552 0.015 4.595
6 P 2.115 1.714 0.404
7 C -0.818 1.301 -4.552
8 H 0.636 1.794 2.064
9 H -1.382 -2.642 -5.168
10 P -1.349 0.931 -1.194
11 H -2.519 -1.303 3.910
12 H -3.525 1.773 -0.561
13 C 0.676 1.271 -4.168
14 H 3.921 -2.039 3.137
15 H 1.240 3.826 -0.303
16 H -0.991 3.056 -0.324
17 C -1.593 -1.080 4.463
18 H -1.911 -3.871 2.567
19 H -2.383 -2.278 1.947
20 F -3.086 3.425 4.173
21 C -3.231 1.600 2.626
22 C -1.695 0.446 -3.686
23 H -0.954 0.992 -5.592
24 H 2.964 0.122 -1.230
25 H 2.188 -4.111 1.298
26 C 1.118 -1.200 -3.568
27 C -1.565 -3.008 1.984
28 C 1.507 -3.311 1.000
29 H -1.147 2.348 -4.561
30 C -1.283 1.120 1.253
31 H 0.883 2.290 -3.812
32 C 0.564 -1.746 -4.836
33 H 0.668 -3.800 0.474
34 H 2.290 0.447 4.651
35 Ir -0.579 -0.898 -2.504
36 C 1.291 0.024 4.900
37 H 0.535 0.836 4.815
38 H -0.513 3.447 3.609
39 C 3.211 -1.313 2.713
40 H 4.058 0.470 0.038
41 C -0.376 2.551 -1.101
42 H 1.768 2.854 -1.723
43 H 3.446 -0.344 3.183
44 C 1.774 -1.630 2.923
45 H 4.062 2.858 1.017
46 C -0.398 -1.513 3.706
47 H 3.226 2.148 2.474
48 C -0.473 1.843 2.110
49 H 0.866 -2.792 -4.871
50 C 3.102 2.728 1.541
51 C -1.777 -0.990 -4.014
52 C 3.352 0.929 -0.628
53 C -0.373 -2.380 2.579
54 H -4.286 1.477 2.858
55 C -0.894 -2.545 -1.495
56 H 3.801 1.664 -1.284
57 H 2.591 3.682 1.731
58 H 1.055 -1.285 -5.694
59 C -0.968 -1.616 -5.127
60 H 1.282 -0.349 5.944
61 H -0.591 -2.440 -0.491
62 H -3.157 0.022 1.161
63 C -1.094 2.671 3.076
64 C 0.926 -1.039 3.926
65 H -2.688 -1.482 -3.652
66 C -2.464 2.564 3.286
67 C -2.571 0.788 1.657
68 C 1.176 2.825 -0.791
69 H 2.032 -1.626 -3.122
70 H -1.189 -1.121 -6.105
71 H -2.690 0.935 -3.515
72 C 0.979 0.200 -3.173
73 H -0.610 3.090 -2.036
74 C 0.999 -2.499 2.120
75 H -1.627 -1.546 5.459
76 H 3.404 -1.222 1.636
77 H 2.073 -2.658 0.320
78 H 1.310 1.155 -5.065
79 C -3.240 0.949 -1.261
80 H -3.695 -0.035 -0.926
81 H -1.993 -2.604 -1.577

Values from the calculation:
- Total charge: +2
- Max |F|: 4.5 eV Å⁻¹
- Orbital gap (spin up / spin down): 7.114 / 5.267 eV
- E_tot: -55981.56751 eV
- Spin multiplicity: 6

Atom charges from the Mulliken analysis, given in e for atoms 1 to 5: 0.484 0.487 0.675 -1.498 0.238



[2]
A structure of composition C30H47Ge2N3OV. Source: the Open Molecules 2025 dataset; level of theory: ωB97M-V/def2-TZVPD.

Cartesian coordinates (Å):
1 H 4.622 -1.981 -1.501
2 H -4.099 -2.651 1.828
3 H -1.769 0.494 -1.702
4 C 1.738 5.565 -0.245
5 C 0.694 6.178 -1.153
6 H 0.533 -0.572 4.628
7 C -3.375 -2.715 1.015
8 C 0.411 -0.193 3.616
9 C -1.777 -6.930 -1.135
10 H 4.848 -2.351 2.461
11 H -2.831 -3.653 1.128
12 H -0.865 3.892 -3.826
13 C 2.447 3.399 0.692
14 H 1.810 3.298 1.573
15 C -2.707 1.746 4.544
16 H -3.888 2.638 0.813
17 H -2.472 1.961 0.006
18 H 1.303 0.382 3.355
19 H 2.210 -0.306 -2.412
20 H 1.780 5.815 -2.994
21 H -3.982 2.877 3.247
22 C -2.443 -1.505 1.047
23 H -3.116 -0.458 -3.472
24 C 0.010 -5.618 -0.207
25 H -1.977 -1.434 2.033
26 H -3.619 -1.245 -1.983
27 H -0.092 -7.749 -0.089
28 C -1.577 0.947 4.636
29 C -2.398 -5.768 -1.562
30 H 0.033 5.938 -3.197
31 V 0.436 0.755 -0.223
32 H -0.050 2.386 -3.348
33 C 2.951 -0.591 -1.657
34 C -1.812 -4.537 -1.311
35 C -2.362 1.991 2.166
36 C 4.102 -2.426 1.669
37 Ge -1.000 -1.450 -0.270
38 C -2.802 2.565 0.852
39 H -0.697 -0.533 -2.655
40 C -0.573 -6.849 -0.448
41 H -3.940 -2.778 0.084
42 H 1.530 5.796 0.801
43 C 1.177 3.452 -1.395
44 O 1.126 2.177 -1.390
45 N 1.753 4.105 -0.373
46 H -2.405 3.574 0.709
47 H -3.342 -5.817 -2.087
48 H -3.011 -0.579 0.927
49 C 3.346 -1.110 1.499
50 H 2.763 2.413 0.358
51 C -2.783 -1.123 -2.673
52 C 0.094 3.435 -3.582
53 C -0.595 -4.438 -0.651
54 H -3.290 1.962 5.428
55 H 2.009 -3.818 -0.311
56 H 2.739 5.945 -0.476
57 H -0.307 5.986 -0.761
58 H 0.833 7.257 -1.196
59 H 4.339 -1.393 -3.131
60 C -1.219 1.190 2.282
61 H 3.533 0.312 -1.452
62 C 0.817 5.571 -2.534
63 C 3.843 -1.702 -2.210
64 H 3.424 -3.237 1.936
65 C 0.036 -3.115 -0.414
66 H 4.040 -0.290 1.293
67 H 3.339 3.970 0.953
68 C -1.551 -0.551 -1.967
69 H 2.838 -0.857 2.429
70 H 3.264 -2.598 -2.434
71 N 0.667 4.123 -2.438
72 H 0.757 3.520 -4.446
73 C 1.352 -2.956 -0.241
74 H -2.572 -2.088 -3.131
75 H 4.622 -2.725 0.759
76 C -0.814 0.657 3.513
77 H -2.329 -3.642 -1.641
78 H -1.278 0.541 5.594
79 Ge 2.039 -1.163 0.026
80 C -3.093 2.261 3.318
81 H 0.933 -5.571 0.354
82 H 0.374 -1.045 2.930
83 H -2.233 -7.893 -1.322
84 N -0.466 0.927 1.145

Values from the calculation:
- Total charge: +1
- Max |F|: 0.6 eV Å⁻¹
- Energy relative to the best compared isomer or geometry (same formula, charge and spin): 0.0 kcal per mole
- Orbital gap (spin up / spin down): 8.151 / 7.001 eV
- E_tot: -177104.17577 eV
- Spin multiplicity: 3

Atom charges from the Mulliken analysis, given in e for atoms 1 to 5: 0.299 0.449 0.062 -0.694 -0.649



[3]
A structure of composition C30H47N4OPtSSi2. Source: the Open Molecules 2025 dataset; level of theory: ωB97M-V/def2-TZVPD.

Cartesian coordinates (Å):
1 H 0.707 -2.012 0.689
2 H -2.288 -4.062 -2.572
3 H -2.550 6.049 -4.865
4 C -2.868 0.303 -1.838
5 H -0.760 6.660 -2.519
6 C -2.585 3.052 -2.258
7 Si -2.446 4.904 -2.677
8 Si -1.994 -2.570 0.915
9 O -0.922 -1.443 0.399
10 C -3.649 2.331 -2.804
11 C -4.217 -1.919 2.625
12 C 1.414 -0.816 2.910
13 H 3.744 -2.132 3.663
14 H -0.715 5.674 -1.056
15 H 2.211 0.345 0.240
16 H -1.825 -2.453 -2.016
17 H -4.616 0.414 -3.057
18 C -3.762 -1.994 1.301
19 C -1.322 -3.236 2.563
20 C 2.057 0.420 2.315
21 S -0.265 2.759 -0.597
22 H -3.492 -3.040 -1.814
23 C 2.014 -2.131 2.423
24 H -0.761 -5.437 -1.314
25 H -2.879 -0.760 -1.670
26 C -0.818 5.636 -2.141
27 H -1.796 4.462 -5.029
28 C 3.587 0.353 2.410
29 C -6.405 -1.201 1.932
30 H -3.323 -5.615 -0.967
31 H -4.832 5.327 -2.144
32 H 4.690 -1.849 0.144
33 H 3.950 -3.087 2.211
34 H 1.601 1.714 0.824
35 H -1.218 -5.340 2.108
36 H 3.845 0.475 3.464
37 C -2.441 -3.324 -1.778
38 H -3.804 5.688 -0.756
39 C -0.358 -4.033 5.095
40 Pt -0.393 0.550 0.019
41 H 0.031 5.082 -2.545
42 C -5.511 -1.524 2.938
43 H -4.444 -1.782 -0.734
44 C -2.057 -3.940 -0.421
45 C -2.603 5.009 -4.536
46 H -3.550 4.603 -4.895
47 C -3.877 5.762 -1.843
48 C -0.678 -4.586 -0.631
49 H 1.565 -0.798 3.992
50 C -3.797 0.961 -2.613
51 C -4.703 -1.686 0.309
52 N 4.124 -1.068 0.464
53 C -1.051 -4.576 2.854
54 N -1.865 0.973 -1.282
55 C -1.114 -2.314 3.598
56 H 0.342 -0.790 2.733
57 H -0.377 -6.020 4.289
58 H -3.562 -2.189 3.439
59 H 1.737 1.282 2.902
60 C 3.529 -2.152 2.593
61 H -1.360 -1.269 3.433
62 H -4.023 -4.599 0.293
63 C 4.217 -0.954 1.937
64 H -6.694 -1.072 -0.189
65 C -1.708 2.297 -1.486
66 H 1.556 -2.946 2.984
67 H 0.003 -3.874 -1.107
68 N 1.681 -2.385 0.979
69 C -5.998 -1.294 0.610
70 H -4.386 2.849 -3.407
71 H 1.652 -3.386 0.796
72 H -7.416 -0.898 2.173
73 H -3.899 6.822 -2.107
74 C -3.088 -5.026 -0.074
75 H 4.531 -0.247 0.027
76 H -0.231 -4.959 0.295
77 H -2.725 -5.725 0.680
78 H -5.820 -1.477 3.975
79 H 2.403 -1.949 0.390
80 H 4.041 1.200 1.886
81 C -0.571 -4.972 4.098
82 C -0.640 -2.696 4.844
83 N 1.557 0.705 0.931
84 H -0.505 -1.957 5.624
85 H 0.009 -4.341 6.065
86 H 5.264 -0.951 2.259

Values from the calculation:
- Total charge: +1
- Max |F|: 1.1 eV Å⁻¹
- Energy relative to the best compared isomer or geometry (same formula, charge and spin): 0.0 kcal per mole
- Orbital gap: 7.942 eV
- E_tot: -69717.70651 eV

Atom charges from the Mulliken analysis, given in e for atoms 1 to 5: -0.703 0.577 0.337 -0.206 0.332